Molecular formula: C2HO3S2
Method: DFT, ωB97M-V/def2-TZVPD

Geometry as XYZ:
```
8
Properties=species:S:1:pos:R:3
S 1.24045 1.26129 0.87956
S 0.95494 -0.68979 0.35224
O -0.35948 0.81624 -2.12260
O -0.89251 -0.01632 2.15566
O -0.24167 -1.43566 -2.45599
C -0.29103 -0.32471 -2.23442
C 0.56182 -0.09317 2.13745
H -0.97252 0.48212 1.28809
```

Charge = -1
HOMO energy = -3.212 eV
Kohn-Sham gap = 6.6 eV

Mulliken population analysis, charges in e, atoms 1 to 4: number 1, S, carries -0.277; number 2, S, carries -0.264; number 3, O, carries -0.345; number 4, O, carries -0.346

---

Molecular formula: C12H11I
Method: DFT, ωB97M-V/def2-TZVPD

Geometry as XYZ:
```
24
Properties=species:S:1:pos:R:3
I -4.70446 -1.13931 0.18550
C 1.93144 -3.06781 0.06447
C 0.12268 1.71834 0.99300
C 0.06674 0.72580 0.00490
C -0.57775 2.87420 0.88327
C 1.92829 -0.75315 0.67677
C -0.06728 -1.76852 -0.08776
C -1.12727 2.29128 -1.41185
C 0.54770 -2.99387 -0.06399
C -0.52886 1.08443 -1.26636
C -1.22825 3.19357 -0.33118
C 2.62574 -1.98471 0.65489
C 0.63561 -0.58985 0.21736
H -1.83110 4.04960 -0.59747
H -1.11962 -1.80588 -0.35371
H 0.74804 1.55938 1.83962
H -0.41635 0.44320 -2.17133
H 0.10601 -3.90093 -0.39082
H 2.51826 0.10694 0.93213
H -1.40390 2.59742 -2.36160
H -3.82331 0.16670 -0.16753
H 3.62073 -2.10271 0.97620
H 2.42936 -4.09711 -0.04143
H -0.45247 3.39298 1.81690
```

HOMO energy = -8.525 eV
Kohn-Sham gap = 9.1 eV
Structure (SMILES) = c1ccc(-c2ccccc2)cc1.I

Mulliken population analysis, charges in e, atoms 1 to 4: number 1, I, carries -0.104; number 2, C, carries -0.421; number 3, C, carries -0.396; number 4, C, carries 0.497

---

Molecular formula: C4H10N2O8S
Method: DFT, ωB97M-V/def2-TZVPD

Geometry as XYZ:
```
25
Properties=species:S:1:pos:R:3
S 0.50090 -1.93754 0.65084
O -3.01534 0.98706 1.79457
O -0.10618 -3.05423 -0.16282
O -0.29734 -1.55482 1.85011
O 0.99897 -0.69604 -0.25189
O 1.98841 2.92137 -1.11458
O -2.03361 0.27666 -0.00057
O 0.18337 4.23405 -1.47475
O 2.03599 -2.36159 1.04619
N -2.85404 0.14532 0.89766
N 0.77616 3.14734 -1.44126
C 0.04214 1.94090 -2.04931
C 2.17303 -0.14063 0.22666
C 2.98733 -1.33035 0.79336
C -3.52595 -1.15003 0.84434
H -4.18908 -1.19509 1.70824
H -1.02993 1.94416 -1.85241
H 3.69597 -1.78429 0.10064
H 0.21156 1.73904 -3.10697
H 2.78595 0.30829 -0.55493
H -4.10478 -1.17412 -0.07895
H 1.79070 0.60809 0.92045
H 3.40930 -1.00415 1.74396
H -2.77716 -1.92558 1.00544
H 0.35363 1.05617 -1.49403
```

Multiplicity = 2
Charge = +1
HOMO energy (alpha / beta) = -14.227 / -14.201 eV
Kohn-Sham gap (alpha / beta) = 6.7 / 3.2 eV

Mulliken population analysis, charges in e, atoms 1 to 4: number 1, S, carries 1.106; number 2, O, carries -0.294; number 3, O, carries -0.557; number 4, O, carries -0.571

---

Molecular formula: C31H20AsAuN3O4Se
Method: DFT, ωB97M-V/def2-TZVPD

Geometry as XYZ:
```
61
Properties=species:S:1:pos:R:3
Au -0.10466 0.10858 0.12409
Se 1.54732 -2.64356 -1.02573
As -0.07158 -0.85215 2.62204
O -3.57024 2.29042 0.92871
O 3.37456 2.05331 1.42594
O 2.04902 0.43315 0.64189
O -2.25821 0.61805 0.23571
N -0.01909 -1.83110 -0.68133
N -0.07691 2.05091 0.79174
N 0.77102 -4.19541 -1.25706
C -0.70245 2.22842 5.31433
C -0.05438 4.58084 1.71937
C 3.15327 -3.54614 2.39289
C 2.41942 -4.72633 2.40355
C -0.99485 -2.73071 -0.75925
C 2.29764 1.64592 1.05597
C -0.91089 1.16123 4.45595
C -1.56468 -2.00323 2.79997
C 1.14123 3.88129 1.59475
C -2.03887 -4.35119 2.76220
C -1.24343 2.66945 0.94579
C -2.77930 -4.85977 -0.97789
C -2.91306 -1.68786 2.86254
C -2.48444 1.82382 0.67357
C -3.82949 -2.72871 2.90992
C -1.10371 -3.32676 2.72558
C 0.36480 -3.49928 2.60696
C -3.39029 -4.04601 2.86328
C 0.19421 0.52617 3.89215
C 1.49326 0.96247 4.14508
C -0.53064 -4.05776 -1.08067
C 2.50488 -2.32136 2.47232
C -3.23072 -3.53157 -0.66772
C -1.26497 3.96976 1.41254
C 0.59015 2.65954 5.58739
C 1.09508 2.58268 1.12576
C 1.68384 2.03116 5.00600
C -2.38315 -2.48016 -0.55533
C -1.47120 -5.13174 -1.18363
C 1.03393 -4.71140 2.50427
C 1.12404 -2.31990 2.59283
H -1.91755 0.82356 4.24372
H 2.34934 0.49060 3.67904
H -1.11229 -6.12052 -1.43241
H -4.88682 -2.51038 2.97274
H 0.48702 -5.64498 2.50712
H -3.25423 -0.66065 2.84824
H 2.09868 4.30588 1.86125
H -1.54928 2.72236 5.77105
H -2.72760 -1.47910 -0.32929
H 2.93380 -5.67520 2.32881
H -1.72430 -5.38545 2.71577
H 3.06322 -1.39688 2.40951
H -2.21860 4.46323 1.53575
H -0.04400 5.60062 2.08063
H -4.11291 -4.85073 2.89966
H 2.68805 2.37468 5.21382
H 4.23106 -3.57878 2.30930
H -4.29151 -3.36886 -0.52691
H 0.74536 3.49424 6.25801
H -3.51340 -5.65023 -1.05860
```

Multiplicity = 3
Charge = +1
HOMO energy (alpha / beta) = -11.220 / -11.902 eV
Kohn-Sham gap (alpha / beta) = 7.1 / 6.1 eV

Mulliken population analysis, charges in e, atoms 1 to 4: number 1, Au, carries 0.603; number 2, Se, carries 0.344; number 3, As, carries 0.927; number 4, O, carries -0.649

---

Molecular formula: C11H13N5O6
Method: DFT, ωB97M-V/def2-TZVPD

Geometry as XYZ:
```
35
Properties=species:S:1:pos:R:3
O -0.59092 4.62188 2.14351
O -2.38445 -0.34176 -2.92064
O 3.40990 0.74798 1.75449
O 1.54718 4.46638 1.64669
O 2.90256 -1.48344 1.58805
O -0.38378 -3.65006 -1.32304
N 2.49478 -0.33446 1.70884
N 2.76601 1.95163 1.85055
N -3.59503 -0.45358 1.77326
N 0.44141 3.94083 1.91547
N -0.23792 -1.00743 -1.47341
C 0.99392 -1.74593 -1.43633
C 0.29592 2.50218 1.96382
C 1.22631 0.24393 1.80028
C 0.75852 -3.05658 -0.71745
C -0.21582 0.22526 -2.22254
C -0.05020 -0.32632 1.77754
C -1.17707 0.52343 1.88458
C 1.43943 1.62487 1.88746
C -1.63558 0.72686 -2.34697
C -0.98518 1.92061 2.01778
C -2.51441 -0.00967 1.83694
H -1.02488 -1.60765 -1.72732
H -0.13372 -1.40895 1.70024
H 0.22629 0.05223 -3.22333
H -1.85276 2.56875 2.16594
H -0.49281 -4.55607 -0.97334
H -1.65204 1.60422 -2.99878
H 0.57011 -2.86763 0.34846
H 1.35928 -1.93159 -2.46398
H 0.39891 0.97071 -1.69416
H -2.02646 0.96632 -1.34923
H 1.75903 -1.16066 -0.90761
H -3.27488 -0.02211 -3.13852
H 1.63835 -3.69413 -0.84725
```

HOMO energy = -8.842 eV
Kohn-Sham gap = 6.3 eV

Mulliken population analysis, charges in e, atoms 1 to 4: number 1, O, carries -0.584; number 2, O, carries -0.560; number 3, O, carries -0.177; number 4, O, carries -0.524

---

Molecular formula: C2H3ClF2N2
Method: DFT, ωB97M-V/def2-TZVPD

Geometry as XYZ:
```
10
Properties=species:S:1:pos:R:3
Cl -1.57124 -0.29405 -0.73043
F -0.44685 -0.50696 1.43563
F -0.40447 1.51530 0.49360
N 1.36622 -1.35873 -0.12476
N 1.87275 1.00430 -0.54560
C -0.26055 0.23713 0.21179
C 1.18116 -0.00891 -0.21566
H 0.84558 -1.84735 0.56307
H 2.51371 -1.96069 -0.07577
H 2.81717 0.84346 -0.71732
```

HOMO energy = -10.186 eV
Kohn-Sham gap = 10.7 eV

Mulliken population analysis, charges in e, atoms 1 to 4: number 1, Cl, carries -0.132; number 2, F, carries -0.298; number 3, F, carries -0.190; number 4, N, carries -0.544